1.
The following is a DFT calculation (ωB97M-V/def2-TZVPD) of a structure of composition C51H52As2BrN8S2SnTe.

Values from the calculation:
- Multiplicity: 1
- Maximum force: 0.99 eV Å⁻¹
- Relative energy (zero: lowest compared OMol25 entry of this formula, charge and spin): 44.4 kJ/mol
- Net charge: -1
- Electronic energy: -10737.00399 Eh

Geometry as XYZ:
```
118
Properties=species:S:1:pos:R:3:forces:R:3
Sn 0.639370 1.422898 0.225908 -0.955 -0.077 -0.265
C -0.880418 -3.761238 1.275951 -0.076 0.141 -0.308
C -1.810903 -3.411740 0.102758 0.281 -0.075 0.222
As -1.324099 -1.776546 -0.943885 -0.239 -0.206 0.013
C -2.942521 -1.918262 -2.053570 -0.034 -0.108 -0.061
C -3.224680 -2.980159 -2.915179 -0.085 0.084 0.024
C -4.445217 -3.053226 -3.577399 0.058 0.051 0.038
C -5.413681 -2.077619 -3.366631 0.038 0.015 0.028
C -5.156042 -1.029029 -2.493022 0.034 -0.036 -0.028
C -3.924599 -0.948961 -1.851116 0.004 -0.112 -0.012
C 0.048677 -2.524850 -2.116508 0.161 -0.116 -0.043
C 1.234674 -2.969915 -1.521676 -0.133 0.030 -0.161
C 2.308936 -3.389352 -2.296766 -0.073 -0.005 0.022
C 2.212780 -3.375473 -3.683064 -0.050 0.027 -0.004
C 1.038016 -2.944335 -4.286902 -0.002 0.021 0.063
C -0.031600 -2.515066 -3.508297 0.046 -0.035 0.084
As -0.078397 -2.135843 2.111045 -0.142 -0.102 0.175
C 1.046622 -3.117374 3.380276 0.051 -0.089 0.072
C 0.634794 -4.193667 4.167069 0.063 0.004 -0.016
C 1.553094 -4.904863 4.931255 0.032 0.048 -0.039
C 2.900917 -4.560333 4.907539 -0.083 0.069 -0.049
C 3.328415 -3.499149 4.118411 -0.008 -0.044 0.061
C 2.401698 -2.785161 3.367687 -0.060 0.013 -0.016
C -1.674398 -1.666674 3.161379 -0.127 0.018 0.093
C -1.890143 -1.978907 4.503897 -0.043 0.023 -0.101
C -3.050410 -1.571200 5.150503 0.004 0.019 -0.069
C -4.012933 -0.833412 4.470340 0.033 -0.011 -0.026
C -3.803212 -0.496889 3.139878 0.095 -0.061 0.027
C -2.639152 -0.905204 2.496475 0.014 -0.063 0.158
H -0.052079 -4.380591 0.931496 0.123 0.049 -0.008
H -1.415470 -4.333734 2.032791 -0.060 -0.054 0.018
H -2.813636 -3.213163 0.480199 -0.088 0.153 -0.027
H -1.889708 -4.242885 -0.597639 -0.030 -0.077 -0.040
H -2.488019 -3.761110 -3.065372 0.005 0.013 -0.018
H -4.642902 -3.877614 -4.253597 -0.003 0.020 0.034
H -6.368102 -2.139269 -3.876634 0.029 0.000 0.018
H -5.911518 -0.273468 -2.310297 0.033 -0.006 -0.017
H -3.721415 -0.123140 -1.176130 -0.026 0.020 0.020
H 1.334330 -2.950496 -0.446113 0.056 0.025 0.061
H 3.224079 -3.706797 -1.811222 -0.010 0.043 -0.007
H 3.058307 -3.678117 -4.290489 -0.041 -0.037 0.023
H 0.955890 -2.931135 -5.368827 -0.001 0.020 0.030
H -0.935020 -2.163220 -3.988853 0.044 -0.053 0.021
H -0.407616 -4.491079 4.181918 0.008 -0.008 -0.018
H 1.218052 -5.741933 5.533530 0.000 0.022 0.000
H 3.616508 -5.127735 5.491129 -0.010 0.013 -0.015
H 4.381072 -3.242405 4.059689 -0.052 -0.011 -0.037
H 2.726664 -1.967284 2.733064 0.008 -0.036 0.029
H -1.134342 -2.519445 5.058332 -0.003 0.008 0.017
H -3.201672 -1.823036 6.194384 0.025 0.016 -0.018
H -4.912270 -0.507182 4.981033 0.029 -0.026 -0.022
H -4.535726 0.096772 2.604329 0.033 0.000 0.004
H -2.461247 -0.601394 1.472241 -0.006 0.045 -0.088
Br -1.223979 2.719722 2.500572 -0.078 0.076 0.052
C -2.431386 3.345704 1.177885 0.136 -0.036 -0.158
C -3.715614 3.574035 1.578121 -0.132 0.056 -0.025
C -4.642831 4.149210 0.680643 0.081 -0.035 0.018
C -4.232631 4.522413 -0.564707 0.012 0.002 -0.016
C -2.902140 4.282160 -0.999658 0.079 -0.054 0.073
C -2.486559 4.710922 -2.284666 0.036 -0.047 0.005
C -1.200815 4.497496 -2.689375 0.017 -0.029 0.045
C -0.306903 3.776317 -1.863030 0.056 0.030 0.033
C -0.642424 3.282189 -0.618302 0.167 0.025 0.047
C -1.962196 3.617983 -0.148030 -0.050 0.018 -0.029
H -4.009589 3.344519 2.595612 0.021 0.001 -0.071
H -5.663678 4.315924 1.002951 0.029 0.030 -0.001
H -4.914572 5.025155 -1.244865 0.030 -0.073 0.027
H -3.202696 5.209144 -2.930754 0.019 0.017 0.055
H -0.872759 4.851987 -3.662626 0.016 -0.006 0.045
H 0.694798 3.591015 -2.246211 -0.080 -0.003 -0.015
N 2.414944 -0.697254 0.441940 0.802 -0.237 -0.278
C 3.474216 -1.195385 0.361112 0.078 -0.003 0.715
N 4.635038 -1.753618 0.226810 0.166 -0.126 -0.460
C 5.416651 -2.189180 1.188444 -0.332 0.111 0.325
N 6.154890 -2.603062 1.992142 -0.256 0.184 -0.298
C 4.308003 0.101724 5.759540 -0.088 -0.005 -0.074
N 3.172153 0.216984 4.868474 0.113 -0.024 0.066
C 1.909962 0.457036 5.242762 0.078 -0.023 -0.162
N 1.707278 0.654076 6.580266 -0.040 0.054 -0.091
S 0.655990 0.467407 4.136263 0.053 0.086 0.295
H 5.159282 -0.259776 5.188331 -0.011 -0.005 -0.002
H 4.103515 -0.608863 6.563249 -0.004 -0.030 -0.014
H 4.579645 1.066877 6.198242 0.008 0.017 -0.008
H 3.296941 0.055146 3.883062 0.030 0.040 -0.052
H 2.456582 1.025772 7.141930 0.016 -0.041 -0.010
H 0.783775 0.986903 6.795841 -0.040 0.014 0.043
C -1.517260 0.487134 -5.158519 0.036 -0.103 0.005
C -1.923442 1.055884 -3.819370 0.116 -0.077 0.078
N -0.900667 0.703381 -2.836008 0.170 0.313 -0.125
C 0.445931 0.868456 -3.113721 0.124 -0.141 0.055
N 1.278792 1.023723 -2.128984 -0.062 0.074 -0.110
C 2.723437 1.067431 -2.394786 -0.197 -0.050 -0.102
C 3.080838 0.373620 -3.695137 -0.121 -0.016 0.075
C 2.207876 0.939321 -4.792713 -0.038 -0.026 0.076
N 0.809222 0.757236 -4.438673 -0.030 0.061 0.086
C -0.143224 1.018252 -5.507778 -0.022 0.003 0.092
H -2.237071 0.761765 -5.930912 0.007 0.026 0.006
H -1.481009 -0.603184 -5.092630 -0.055 0.106 -0.075
H -2.867121 0.626025 -3.489686 0.009 0.016 0.018
H -2.048595 2.138994 -3.889362 -0.011 0.135 0.004
H -1.108808 1.027959 -1.901659 -0.050 -0.025 0.050
H 3.228745 0.583943 -1.562932 -0.007 0.044 0.072
H 3.057049 2.111568 -2.406105 -0.018 -0.009 0.005
H 2.887259 -0.698038 -3.592091 0.053 0.032 -0.050
H 4.134623 0.518703 -3.936596 0.009 -0.010 0.040
H 2.377319 0.425757 -5.740746 -0.016 -0.019 -0.051
H 2.434709 2.004103 -4.941274 -0.007 0.026 -0.051
H 0.234769 0.538887 -6.411427 0.064 -0.029 -0.034
H -0.206171 2.097334 -5.711498 0.027 0.019 -0.023
Te 3.043318 2.610941 1.004466 0.304 0.174 0.017
C 3.076456 4.657550 0.501249 0.021 0.054 0.075
C 2.587308 5.727610 1.198098 -0.067 0.053 -0.031
C 2.981355 6.987655 0.654192 -0.044 -0.088 0.032
C 3.767208 6.857085 -0.451262 0.012 -0.025 -0.047
S 4.018754 5.203795 -0.831096 -0.024 0.011 0.052
H 1.959555 5.610678 2.074631 0.103 0.016 -0.081
H 2.698361 7.943406 1.078601 0.004 -0.061 -0.044
H 4.217843 7.633353 -1.053552 -0.093 -0.028 0.059
```
Forces are in eV/Å.

---

2.
The following is a DFT calculation (ωB97M-V/def2-TZVPD) of a structure of composition C51H52F4N3NaP2S.

Values from the calculation:
- Multiplicity: 1
- Maximum force: 0.63 eV Å⁻¹
- Electronic energy: -3781.47160 Eh

Geometry as XYZ:
```
114
Properties=species:S:1:pos:R:3:forces:R:3
Na -0.173973 0.713143 -0.652946 -0.457 -0.293 0.176
C -1.287571 2.627525 -3.161297 0.051 0.013 -0.011
C -0.820208 1.345798 -3.837985 0.064 0.001 -0.001
N -0.186839 0.383135 -2.915382 -0.035 0.001 -0.303
C -0.666381 -0.991234 -3.120770 0.135 0.025 -0.225
C -0.309315 -1.626825 -4.465067 0.006 -0.004 0.029
C 1.283638 0.478047 -2.948400 0.061 0.082 0.091
C 1.821754 1.830597 -2.470155 -0.091 0.093 0.159
N 1.325370 2.120412 -1.137550 0.476 0.312 -0.271
C 1.550089 3.305385 -0.574123 0.014 -0.120 0.002
C 1.010308 3.539275 0.720461 0.007 -0.019 0.024
F 0.347031 2.494293 1.315674 -0.017 0.026 -0.087
C 1.100077 4.723271 1.401251 0.028 -0.059 0.019
F 0.515558 4.815186 2.614745 0.016 0.006 -0.009
C 1.773055 5.813936 0.876934 -0.024 0.041 -0.015
C 2.344668 5.618847 -0.367474 0.037 0.010 -0.001
F 3.028130 6.631625 -0.936134 -0.011 -0.010 0.019
C 2.257588 4.433234 -1.065497 0.011 0.015 -0.011
F 2.896343 4.361973 -2.261749 -0.015 0.028 -0.006
H -1.629830 3.345912 -3.910305 -0.015 -0.040 0.018
H -0.484505 3.086612 -2.584654 -0.058 0.001 -0.014
H -2.124047 2.422841 -2.493580 -0.009 -0.008 0.049
H -0.121869 1.602503 -4.643312 0.011 -0.064 -0.054
H -1.675227 0.855935 -4.308302 -0.038 0.019 0.005
H -1.750898 -0.975951 -3.000132 0.001 0.017 0.022
H -0.266323 -1.618358 -2.318704 -0.017 -0.007 0.064
H -0.553683 -0.962395 -5.296273 -0.011 -0.026 0.008
H -0.873582 -2.551513 -4.598420 0.032 0.000 -0.003
H 0.751826 -1.872876 -4.526674 -0.017 0.028 -0.013
H 1.669338 0.290421 -3.960056 0.004 -0.022 -0.005
H 1.686604 -0.308439 -2.295115 -0.040 0.007 -0.013
H 1.540112 2.600245 -3.200692 0.045 -0.041 -0.049
H 2.915845 1.766203 -2.498615 0.028 -0.017 -0.085
H 1.840246 6.756039 1.398614 0.011 -0.028 -0.012
C -1.882050 0.760509 2.351229 0.005 -0.110 -0.174
C -0.732109 -0.252514 2.162063 -0.392 -0.024 -0.018
P -1.439149 -1.978055 2.056421 -0.029 0.013 0.040
C -1.182178 -2.504624 3.796837 0.053 0.041 -0.078
C -2.306679 -2.574570 4.614189 -0.015 -0.029 0.041
C -2.181575 -2.890731 5.963583 0.005 0.006 -0.037
C -0.930260 -3.148042 6.500487 0.013 0.000 -0.027
C 0.198659 -3.092793 5.688707 -0.023 0.009 -0.032
C 0.073533 -2.772820 4.345948 -0.019 -0.026 0.038
C -0.206310 -2.978610 1.147279 0.009 -0.001 0.072
C -0.359738 -4.367100 1.215225 0.008 -0.012 -0.043
C 0.427307 -5.210126 0.447134 -0.005 0.036 0.023
C 1.378078 -4.681627 -0.419762 0.009 -0.014 0.016
C 1.542572 -3.308885 -0.496049 0.010 0.008 0.038
C 0.759215 -2.467708 0.287287 0.007 0.053 -0.091
C -2.560369 1.162781 1.022271 0.076 -0.449 0.057
P -3.089193 -0.271715 -0.048132 -0.476 0.345 0.034
C -4.575242 -0.892415 0.854849 0.200 -0.179 0.054
C -4.847049 -2.257995 0.800740 0.069 -0.008 -0.030
C -5.976718 -2.783943 1.407958 -0.052 0.023 0.051
C -6.844451 -1.947812 2.099342 0.047 -0.012 -0.027
C -6.581150 -0.587083 2.163799 0.057 0.023 -0.025
C -5.455691 -0.062462 1.538843 -0.106 0.008 0.021
C -4.034784 0.599876 -1.375911 0.169 -0.061 -0.073
C -4.393240 -0.183882 -2.475940 0.006 0.037 0.037
C -5.132488 0.346279 -3.521396 0.014 0.050 0.013
C -5.518116 1.681289 -3.488810 0.004 -0.041 0.003
C -5.167794 2.469832 -2.404097 0.022 -0.004 0.001
C -4.431500 1.932564 -1.355069 -0.026 0.057 0.019
H -1.496556 1.667303 2.816419 0.017 0.008 0.023
H -2.629582 0.340436 3.029986 -0.034 0.015 0.007
H -0.027302 -0.244933 2.992687 0.059 0.230 -0.003
H -0.183287 0.041373 1.268204 0.175 -0.348 0.343
H -3.286965 -2.385682 4.188370 0.019 0.008 0.010
H -3.062821 -2.938908 6.590697 0.006 0.002 -0.007
H -0.830750 -3.394635 7.550077 0.000 0.002 -0.011
H 1.178336 -3.293896 6.105250 -0.016 0.003 0.000
H 0.955868 -2.729285 3.717296 -0.028 0.015 0.005
H -1.111798 -4.788555 1.873829 0.010 -0.007 0.005
H 0.292337 -6.282317 0.516966 0.004 0.008 0.004
H 1.993312 -5.338444 -1.021685 -0.014 0.006 0.000
H 2.295780 -2.882150 -1.147835 0.006 -0.001 0.012
H 0.957283 -1.403845 0.237902 0.024 -0.004 0.018
H -1.858086 1.763115 0.428103 -0.186 0.118 0.115
H -3.423408 1.798760 1.208989 0.093 0.123 0.144
H -4.152488 -2.915338 0.288987 -0.010 0.010 0.010
H -6.176286 -3.846891 1.353247 0.014 0.012 -0.006
H -7.722149 -2.355043 2.585225 0.008 0.005 -0.011
H -7.255628 0.072072 2.695628 0.005 -0.002 -0.003
H -5.289239 1.007276 1.581509 0.014 -0.014 0.001
H -4.093227 -1.226785 -2.503588 -0.008 0.007 -0.014
H -5.402696 -0.277616 -4.363971 -0.001 -0.002 0.007
H -6.089439 2.103669 -4.305388 0.007 -0.007 0.001
H -5.461785 3.511464 -2.374748 0.005 -0.006 0.009
H -4.163743 2.576773 -0.526662 -0.008 -0.003 -0.029
N 2.842276 0.080923 1.460803 0.331 0.095 -0.085
S 2.962151 -1.172632 2.406853 -0.158 0.021 0.153
C 3.919401 -0.715883 3.882537 0.007 0.118 -0.052
C 4.024591 0.634989 4.158341 0.105 0.055 0.059
C 4.678579 1.044041 5.315810 0.005 -0.062 -0.010
C 5.215206 0.102296 6.181682 -0.017 0.045 -0.021
C 5.101797 -1.253394 5.894085 -0.006 -0.020 -0.040
C 4.449743 -1.668647 4.742946 -0.048 -0.006 0.027
C 4.213435 -2.172633 1.626245 -0.022 0.090 -0.073
C 4.193832 -3.542144 1.825780 0.040 -0.038 0.015
C 5.175373 -4.325608 1.229903 -0.026 0.016 -0.001
C 6.146568 -3.731525 0.437286 -0.017 0.026 0.010
C 6.142655 -2.354046 0.235358 -0.008 -0.020 0.011
C 5.171826 -1.563329 0.829487 -0.013 -0.036 -0.046
H 1.951105 0.546301 1.605380 -0.072 -0.103 0.063
H 3.624326 1.355193 3.453856 -0.036 -0.048 -0.013
H 4.770617 2.100584 5.533328 0.003 -0.017 0.005
H 5.727229 0.422908 7.080016 -0.009 -0.009 -0.007
H 5.528711 -1.988579 6.564813 -0.012 0.011 -0.007
H 4.367754 -2.725086 4.514339 0.002 0.014 0.004
H 3.415454 -3.994976 2.429789 -0.017 -0.001 -0.040
H 5.169722 -5.398522 1.375511 0.004 0.020 -0.005
H 6.906429 -4.343507 -0.032175 -0.005 0.013 0.006
H 6.899568 -1.894687 -0.387708 -0.010 -0.017 0.002
H 5.125636 -0.492640 0.671201 -0.005 -0.028 0.015
```
Forces are in eV/Å.

---

no.,HOMO level (eV)
1,-4.09
2,-6.29